(1)
{
  "formula": "C28H29ClNO5S5SeTi",
  "method": "wB97M-V/def2-TZVPD",
  "elements": ["Ti", "C", "C", "S", "C", "C", "S", "C", "C", "S", "C", "C", "S", "H", "H", "H", "H", "H", "H", "H", "H", "H", "H", "H", "H", "H", "H", "H", "H", "Cl", "C", "C", "C", "C", "O", "C", "C", "O", "C", "H", "H", "H", "H", "O", "S", "O", "N", "C", "O", "C", "C", "C", "C", "C", "C", "H", "H", "H", "H", "Se", "C", "C", "C", "C", "C", "C", "H", "H", "H", "H", "H"],
  "coordinates": [[0.675, -1.032, -0.640], [-2.763, -2.614, 3.405], [-1.586, -2.104, 4.226], [0.002, -2.713, 3.601], [1.073, -1.395, 4.232], [2.366, -1.276, 3.430], [2.317, -0.503, 1.788], [1.851, 1.213, 2.125], [0.349, 1.530, 2.228], [-0.659, 0.115, 1.693], [-2.310, 0.864, 1.744], [-3.365, -0.165, 2.177], [-2.992, -1.897, 1.751], [-3.686, -2.456, 3.967], [-2.674, -3.688, 3.228], [-1.715, -2.410, 5.267], [-1.555, -1.012, 4.194], [1.326, -1.596, 5.276], [0.514, -0.459, 4.192], [2.798, -2.262, 3.247], [3.096, -0.704, 4.007], [2.270, 1.756, 1.278], [2.381, 1.551, 3.016], [0.122, 2.417, 1.636], [0.066, 1.746, 3.261], [-2.548, 1.285, 0.770], [-2.272, 1.685, 2.462], [-4.319, 0.080, 1.711], [-3.512, -0.126, 3.257], [4.385, -7.259, -1.232], [3.749, -5.624, -1.197], [4.521, -4.592, -1.727], [4.006, -3.301, -1.693], [2.760, -3.025, -1.152], [2.306, -1.765, -1.169], [1.972, -4.084, -0.598], [0.708, -3.882, -0.008], [0.128, -2.732, 0.198], [2.515, -5.395, -0.648], [5.491, -4.799, -2.156], [4.570, -2.470, -2.098], [0.179, -4.764, 0.358], [1.940, -6.217, -0.239], [1.441, 4.850, 1.001], [1.373, 4.518, -0.402], [2.017, 5.408, -1.328], [1.829, 2.972, -0.627], [0.792, 2.213, -0.927], [0.838, 0.961, -1.047], [-0.503, 2.944, -1.092], [-1.743, 2.433, -1.430], [-2.805, 3.322, -1.532], [-2.626, 4.684, -1.288], [-1.379, 5.189, -0.934], [-0.335, 4.292, -0.848], [-1.861, 1.373, -1.616], [-3.784, 2.956, -1.815], [-3.470, 5.357, -1.378], [-1.229, 6.243, -0.739], [-1.026, -1.422, -2.507], [-1.033, 0.108, -3.661], [0.128, 0.823, -3.957], [0.071, 1.966, -4.742], [-1.138, 2.400, -5.270], [-2.291, 1.672, -5.014], [-2.240, 0.537, -4.216], [1.073, 0.488, -3.554], [0.979, 2.522, -4.941], [-1.178, 3.296, -5.877], [-3.239, 1.995, -5.430], [-3.143, -0.020, -3.998]],
  "atomic_forces_ev_per_a": [[-0.02, -0.26, 0.17], [-0.06, 0.07, -0.03], [0.08, -0.03, -0.03], [-0.03, 0.06, -0.05], [0.02, -0.04, -0.05], [-0.07, 0.02, -0.03], [0.03, 0.02, -0.03], [0.01, -0.03, -0.01], [-0.04, -0.03, 0.02], [0.08, -0.13, 0.07], [0.06, -0.05, -0.02], [-0.03, -0.10, 0.02], [0.02, 0.03, -0.01], [0.01, -0.04, 0.02], [0.00, 0.00, 0.00], [-0.04, 0.02, -0.01], [-0.01, 0.02, 0.00], [0.02, 0.04, -0.01], [0.00, 0.02, 0.00], [0.01, 0.01, 0.02], [0.01, -0.03, 0.03], [0.00, 0.01, 0.00], [-0.02, -0.01, 0.01], [0.01, 0.01, -0.02], [0.01, 0.01, 0.00], [-0.02, -0.01, -0.03], [-0.04, 0.03, -0.03], [-0.01, 0.04, 0.03], [0.01, 0.01, 0.00], [-0.01, 0.00, 0.00], [-0.01, 0.03, 0.00], [0.02, -0.01, 0.00], [0.00, 0.02, 0.02], [0.01, 0.01, -0.01], [-0.25, 0.13, 0.03], [-0.07, 0.06, 0.01], [0.00, -0.10, 0.01], [0.13, 0.23, -0.13], [0.00, -0.02, 0.00], [0.00, 0.00, 0.00], [0.00, -0.01, -0.01], [-0.01, 0.01, 0.00], [0.01, -0.01, 0.00], [0.02, 0.01, 0.02], [-0.07, 0.07, -0.10], [0.01, -0.03, 0.03], [-0.17, -0.05, -0.04], [0.19, -0.22, 0.02], [0.21, 0.26, 0.07], [-0.12, 0.07, 0.00], [0.05, -0.05, 0.01], [-0.02, 0.09, 0.01], [0.02, -0.07, -0.01], [0.00, 0.05, 0.00], [0.05, -0.09, 0.02], [-0.01, 0.00, -0.01], [0.01, -0.01, 0.00], [0.00, 0.00, 0.00], [-0.01, -0.01, 0.00], [-0.03, 0.02, 0.03], [0.02, -0.05, 0.01], [-0.06, 0.00, -0.04], [0.00, -0.01, -0.01], [0.01, 0.03, 0.00], [-0.02, -0.03, 0.01], [0.04, 0.02, 0.00], [0.03, 0.00, 0.01], [0.01, -0.01, 0.01], [0.00, 0.00, 0.00], [-0.01, 0.00, 0.00], [-0.01, 0.01, -0.01]],
  "charge": -1,
  "energy_ev": -196399.6190,
  "e_above_lowest_ev": 0.000,
  "s_squared": 2.04,
  "homo_energy_ha": [-0.1063, -0.1833],
  "multiplicity": 3,
  "lumo_ha": [0.072, 0.072],
  "orbital_gap_ev": [4.86, 6.95]
}

***

(2)
{
  "formula": "C4H10O8PRuSTe",
  "method": "wB97M-V/def2-TZVPD",
  "elements": ["Ru", "O", "S", "O", "O", "O", "C", "C", "O", "P", "O", "Te", "O", "C", "C", "H", "H", "H", "H", "H", "H", "H", "H", "H", "H", "O"],
  "coordinates": [[-2.632, 0.075, 0.677], [-4.314, 3.246, 0.556], [-3.830, 2.398, -0.612], [-4.059, 2.441, -2.016], [-4.252, 0.898, 0.222], [-2.450, 2.089, -0.349], [2.901, -3.585, 0.151], [1.423, -3.049, -0.243], [1.359, -1.749, 0.084], [0.246, -0.630, -0.285], [-0.580, -0.304, 0.953], [-1.040, -1.085, -2.108], [1.356, 0.634, -0.393], [1.340, 1.680, 0.527], [0.911, 3.048, -0.092], [3.241, -4.253, -0.652], [2.919, -4.257, 1.035], [3.451, -2.613, 0.308], [0.610, -3.581, 0.331], [1.131, -3.294, -1.298], [2.308, 1.619, 0.964], [0.753, 1.440, 1.392], [1.640, 3.198, -0.983], [1.071, 3.887, 0.620], [-0.076, 3.019, -0.522], [-3.426, -1.272, 1.730]],
  "atomic_forces_ev_per_a": [[-1.93, -1.62, 1.26], [0.01, -0.38, -4.64], [-1.37, -1.27, 6.94], [-1.65, 0.65, 0.16], [-1.51, -0.05, -1.68], [4.87, -0.30, -0.03], [-1.72, 0.57, -0.34], [-0.37, -4.24, 0.28], [-0.27, 3.22, 0.23], [2.46, 1.56, 0.94], [-0.46, -0.37, 0.29], [-0.61, -0.13, -0.60], [-1.79, -2.26, -1.21], [-0.74, 1.25, 0.60], [2.81, -0.60, -1.00], [0.38, 0.72, -0.04], [-0.22, 0.91, -0.17], [0.02, -1.47, -0.27], [0.90, 0.06, -0.24], [0.67, 0.63, 0.50], [1.33, 0.94, 0.06], [-0.96, -0.11, 0.21], [-1.15, 0.05, 1.35], [-0.32, -0.60, -0.42], [-0.49, -0.05, 0.25], [2.08, 2.89, -2.42]],
  "charge": -1,
  "energy_ev": -50689.4826,
  "s_squared": 6.03,
  "homo_energy_ha": [-0.1962, -0.2007],
  "multiplicity": 5,
  "lumo_ha": [0.095, 0.061],
  "orbital_gap_ev": [7.91, 7.11]
}

***

(3)
{
  "formula": "C15H35AgF3N2O5",
  "method": "wB97M-V/def2-TZVPD",
  "elements": ["Ag", "C", "O", "O", "C", "F", "F", "F", "C", "C", "H", "H", "H", "H", "H", "H", "C", "C", "C", "O", "H", "H", "H", "H", "H", "H", "H", "C", "C", "C", "O", "C", "N", "H", "H", "H", "H", "H", "H", "H", "H", "H", "H", "H", "C", "C", "C", "O", "C", "N", "H", "H", "H", "H", "H", "H", "H", "H", "H", "H", "H"],
  "coordinates": [[21.701, -27.409, -21.067], [19.141, -29.342, -21.972], [19.300, -28.090, -21.400], [20.425, -29.610, -22.456], [18.370, -30.376, -21.050], [18.550, -30.285, -19.721], [17.046, -30.422, -21.323], [18.838, -31.584, -21.312], [18.132, -27.376, -20.906], [18.480, -25.915, -20.974], [18.973, -25.686, -21.919], [17.629, -25.286, -20.712], [19.231, -25.733, -20.205], [17.763, -27.686, -19.929], [17.284, -27.437, -21.588], [18.479, -29.166, -22.819], [23.064, -25.359, -24.959], [22.157, -26.045, -23.949], [20.727, -25.959, -24.526], [22.491, -27.381, -23.568], [23.026, -25.803, -25.954], [24.110, -25.281, -24.661], [22.779, -24.318, -25.106], [22.114, -25.531, -22.989], [20.018, -26.582, -23.981], [20.806, -26.327, -25.549], [20.448, -24.907, -24.590], [25.176, -27.592, -18.290], [24.215, -28.318, -19.111], [22.843, -28.302, -18.435], [21.773, -28.872, -19.177], [21.894, -30.307, -19.319], [24.127, -27.730, -20.475], [26.059, -27.272, -18.843], [25.388, -28.192, -17.406], [24.782, -26.618, -18.001], [24.590, -29.340, -19.181], [22.499, -27.281, -18.268], [22.925, -28.836, -17.488], [20.915, -30.666, -19.636], [22.183, -30.886, -18.442], [22.643, -30.581, -20.062], [24.924, -27.199, -20.796], [23.978, -28.449, -21.169], [23.460, -23.415, -18.640], [22.258, -24.189, -19.031], [20.991, -23.362, -19.332], [20.450, -22.662, -18.221], [19.175, -22.049, -18.392], [22.604, -25.122, -20.069], [23.672, -22.530, -19.239], [24.387, -23.989, -18.646], [23.335, -23.084, -17.609], [21.949, -24.835, -18.210], [20.269, -24.033, -19.798], [21.264, -22.575, -20.035], [19.376, -21.265, -19.123], [18.762, -21.650, -17.465], [18.561, -22.727, -18.985], [22.808, -24.693, -20.960], [23.505, -25.542, -19.892]],
  "atomic_forces_ev_per_a": [[-0.50, -0.11, -1.85], [3.48, -0.44, -2.71], [-1.68, 2.49, 2.76], [-2.97, -0.91, 2.07], [1.55, -0.06, -0.82], [-0.50, 0.98, 0.72], [-0.26, 0.36, 0.41], [0.15, -1.39, -0.67], [0.23, 0.07, -1.39], [0.91, 0.04, 1.18], [-0.44, 0.14, -0.15], [-0.08, 0.12, -0.38], [0.20, 0.17, 0.12], [0.37, -0.20, 0.22], [-0.10, -0.87, -0.35], [-0.85, -0.39, -0.38], [0.59, 0.62, 0.10], [-0.46, -2.66, 0.85], [0.70, -0.13, -0.33], [0.10, 1.80, -0.26], [-0.05, -0.42, 0.07], [0.15, -0.44, 0.21], [-0.37, 0.31, 0.01], [0.25, 1.31, 0.22], [0.06, 0.14, 0.14], [-0.30, -0.21, -0.16], [-0.46, 0.17, 0.10], [0.80, 1.48, 0.99], [-0.68, -0.31, -2.09], [-0.46, -0.32, -0.30], [0.81, -1.40, 0.83], [-0.41, 0.08, -0.77], [-0.26, -0.57, 0.59], [0.40, -0.74, 0.05], [0.42, 0.37, 0.11], [-0.37, 0.07, 0.46], [-0.25, -0.33, -0.10], [0.33, 0.18, 0.13], [0.04, 0.03, 0.36], [0.26, 0.13, -0.20], [-0.05, 0.63, 0.79], [-0.13, 0.23, -0.38], [0.22, -0.08, 0.27], [-0.18, 0.00, -0.35], [0.75, 1.30, 1.35], [-0.74, -0.41, 0.73], [0.20, 0.68, -0.70], [0.44, -0.92, 1.78], [1.52, -0.36, -2.12], [-0.44, -0.55, -1.52], [-0.28, 0.06, -0.26], [-0.14, -0.36, -0.06], [0.09, 0.34, 0.10], [0.10, 0.04, 0.48], [-0.20, 0.03, 0.04], [0.05, -0.03, -0.70], [-0.42, 0.83, 0.16], [0.17, -0.43, -0.10], [-0.72, -0.25, 0.65], [-0.49, 0.49, -0.47], [-0.11, -0.40, 0.53]],
  "charge": -1,
  "energy_ev": -41488.5244,
  "e_above_lowest_ev": 2.067,
  "homo_energy_ha": -0.1109,
  "multiplicity": 1,
  "lumo_ha": 0.092,
  "orbital_gap_ev": 5.52
}

***

(4)
{
  "formula": "C10H16O",
  "method": "wB97M-V/def2-TZVPD",
  "elements": ["C", "C", "C", "H", "H", "H", "H", "H", "H", "H", "H", "C", "C", "C", "C", "C", "C", "C", "O", "H", "H", "H", "H", "H", "H", "H", "H"],
  "coordinates": [[-1.083, 2.429, -0.040], [-2.315, 1.701, 0.553], [-0.328, 1.726, -1.147], [-1.390, 3.434, -0.339], [-0.359, 2.555, 0.778], [-2.021, 0.816, 1.112], [-0.966, 1.177, -1.836], [-2.881, 1.474, -0.353], [-2.887, 2.359, 1.207], [0.466, 2.345, -1.581], [0.359, 0.958, -0.753], [3.146, -1.179, -0.756], [-0.828, -1.303, 0.925], [-0.648, -1.715, -0.418], [0.234, -0.976, 1.716], [0.643, -1.659, -0.998], [1.546, -1.019, 1.129], [1.750, -1.268, -0.248], [-2.075, -1.468, 1.521], [-1.478, -2.101, -1.003], [-2.725, -1.559, 0.823], [0.223, -0.797, 2.782], [0.665, -1.896, -2.059], [2.358, -0.694, 1.775], [3.263, -1.146, -1.851], [3.752, -2.001, -0.381], [3.578, -0.192, -0.558]],
  "atomic_forces_ev_per_a": [[0.34, 0.26, 1.33], [0.85, 0.42, -1.07], [1.15, -0.96, 0.56], [-0.04, 0.07, -0.16], [-0.11, 0.25, -0.06], [-0.14, -0.04, -0.24], [0.03, 0.36, -0.44], [-0.60, -0.48, 0.40], [-0.05, 0.08, -0.05], [-0.74, 0.50, -0.61], [-0.73, -0.22, 0.35], [0.34, 0.58, -1.32], [0.10, -1.21, 0.16], [-0.83, 0.20, 0.46], [0.34, 0.02, -0.31], [0.87, 0.42, -0.21], [0.54, 0.42, 0.03], [-1.17, -0.39, 0.19], [-0.07, 0.26, 0.28], [-0.11, 0.07, 0.13], [-0.04, -0.01, -0.26], [-0.68, 0.06, 0.05], [0.57, 0.04, 0.01], [0.19, -0.04, -0.28], [-0.55, -0.65, 0.01], [0.33, 0.16, 0.19], [0.21, -0.18, 0.86]],
  "charge": -1,
  "energy_ev": -12675.4142,
  "e_above_lowest_ev": 0.317,
  "s_squared": 0.76,
  "homo_energy_ha": [0.0262, -0.1245],
  "multiplicity": 2,
  "lumo_ha": [0.142, 0.140],
  "orbital_gap_ev": [3.16, 7.21]
}

***

(5)
{
  "formula": "C3H8NO",
  "method": "wB97M-V/def2-TZVPD",
  "elements": ["C", "N", "C", "C", "O", "H", "H", "H", "H", "H", "H", "H", "H"],
  "coordinates": [[1.403, -1.032, 0.100], [0.748, -0.080, -0.865], [0.066, 1.097, -0.241], [-1.160, 0.651, 0.509], [-1.478, -0.503, 0.568], [0.660, -1.581, 0.663], [1.984, -0.432, 0.803], [2.102, -1.657, -0.437], [0.067, -0.578, -1.449], [1.492, 0.254, -1.477], [-0.129, 1.811, -1.037], [0.753, 1.614, 0.436], [-1.763, 1.433, 0.988]],
  "atomic_forces_ev_per_a": [[0.28, 0.45, 0.62], [0.17, -0.19, 0.20], [0.58, 0.17, -0.06], [-0.57, -0.08, 0.03], [0.15, -0.05, -0.19], [-0.09, -0.13, -0.27], [-0.07, 0.04, -0.11], [-0.14, -0.29, -0.21], [0.08, -0.04, 0.17], [-0.14, 0.12, -0.18], [-0.42, 0.07, -0.05], [0.06, -0.25, 0.02], [0.11, 0.19, 0.04]],
  "smiles": "C[NH2+]CC=O",
  "charge": 1,
  "energy_ev": -6770.9269,
  "e_above_lowest_ev": 0.243,
  "homo_energy_ha": -0.5576,
  "multiplicity": 1,
  "lumo_ha": -0.135,
  "orbital_gap_ev": 11.50
}

***

(6)
{
  "formula": "C3H8NO",
  "method": "wB97M-V/def2-TZVPD",
  "elements": ["C", "C", "N", "C", "O", "H", "H", "H", "H", "H", "H", "H", "H"],
  "coordinates": [[-1.664, 0.640, -0.347], [-0.320, 0.393, 0.394], [-0.203, -1.017, 0.983], [0.836, 0.413, -0.673], [1.828, -0.261, -0.489], [-1.908, -0.195, -1.173], [-1.743, 1.581, -0.961], [-2.604, 0.678, 0.318], [-0.188, 1.247, 1.057], [0.530, -1.278, 0.327], [-0.993, -1.586, 0.944], [0.113, -0.846, 1.984], [0.477, 0.925, -1.720]],
  "atomic_forces_ev_per_a": [[-2.23, -1.44, -1.38], [-1.48, 0.92, -2.53], [1.91, 3.89, 1.81], [-0.73, -0.02, -1.59], [-1.29, 1.02, -0.58], [0.75, 1.53, 1.90], [0.73, -0.71, 0.89], [1.68, -0.19, -0.67], [0.28, -0.60, 0.75], [1.00, -1.53, 0.77], [-1.93, -1.03, -0.15], [-0.12, -1.12, -1.54], [1.43, -0.73, 2.30]],
  "smiles": "C[C@@H]([NH3+])C=O",
  "charge": 1,
  "energy_ev": -6769.8830,
  "e_above_lowest_ev": 1.287,
  "homo_energy_ha": -0.5682,
  "multiplicity": 1,
  "lumo_ha": -0.158,
  "orbital_gap_ev": 11.16
}